One molecule with the formula C32H44N4O3, computed with ωB97M-V/def2-TZVPD.

```
83
Properties=species:S:1:pos:R:3:lowdin_charge:R:1
C -2.534 -0.199 0.069 -0.085
C 0.335 -3.347 -2.008 -0.100
H -0.159 -0.351 1.612 0.064
C 4.533 -3.753 1.284 -0.210
C 5.341 4.026 -0.533 -0.007
H -4.382 1.631 -2.236 0.119
C 1.994 2.771 0.711 -0.107
C -0.655 1.343 -0.492 -0.372
C 3.448 2.816 0.348 -0.246
H 1.291 3.711 -1.109 0.142
H -1.578 -0.767 2.590 0.078
H 0.472 -4.424 -2.111 0.114
H -5.268 2.375 1.869 0.117
H -0.414 -2.019 2.140 0.079
H -0.550 2.997 1.828 0.122
C 3.198 -4.489 1.236 -0.196
H 1.778 1.862 1.278 0.124
C -6.140 0.705 -1.473 0.006
H 2.240 1.009 -1.208 0.094
C -6.639 1.114 0.839 -0.016
C 4.331 -2.277 0.954 -0.212
H 5.782 4.927 -0.928 0.117
H 3.689 -1.824 1.715 0.112
C 2.332 -2.851 -0.467 -0.332
H -3.677 3.877 0.454 0.123
H 3.405 4.867 -0.267 0.116
H 1.326 1.798 -2.502 0.117
C 6.139 2.893 -0.400 -0.322
H -9.705 -1.181 0.111 0.093
C -1.699 -1.411 0.526 -0.319
C -0.628 -3.121 -0.853 -0.513
H 6.202 0.845 0.229 0.109
H 3.154 -4.796 -0.896 0.126
C -1.072 3.142 0.871 -0.083
C -4.671 2.097 -0.166 -0.259
H 1.559 -1.572 -2.003 0.095
C 3.680 -2.128 -0.417 -0.172
H 2.536 -4.086 2.007 0.114
C -3.431 2.934 -0.041 -0.097
H 3.538 -1.071 -0.654 0.091
C 1.685 -2.644 -1.841 -0.164
C -5.011 1.488 -1.369 -0.045
H 5.217 -4.195 0.555 0.113
H -2.716 1.983 1.772 0.150
C -2.325 2.243 0.783 -0.228
N -0.307 2.660 -0.251 -0.004
H 3.846 0.785 0.897 0.102
H -1.313 4.202 0.760 0.126
O 7.443 2.975 -0.779 0.053
H -6.408 0.232 -2.404 0.120
C 4.013 3.981 -0.163 -0.032
H 5.291 -1.756 0.973 0.100
C 1.308 1.529 -1.441 -0.124
C 4.255 1.697 0.487 -0.044
H 4.343 -2.549 -1.177 0.124
H 1.740 3.637 1.328 0.119
C -6.967 0.505 -0.367 -0.277
H 1.567 -4.837 -0.113 0.109
C -8.925 -0.531 0.504 -0.090
C 1.105 2.789 -0.548 -0.232
H 4.983 -3.858 2.273 0.106
N -0.819 -1.827 -0.540 0.087
C -5.503 1.901 0.927 -0.044
H -0.295 -1.074 -0.991 0.076
H -2.890 -0.391 -0.950 0.132
O -8.056 -0.285 -0.574 -0.083
H -3.029 3.157 -1.031 0.127
H -7.258 0.989 1.713 0.102
H 2.363 -3.015 -2.614 0.120
H -2.380 -2.250 0.712 0.144
N -1.815 1.048 0.128 0.009
H -9.379 0.393 0.875 0.095
H -8.412 -1.041 1.326 0.096
O -1.198 -4.036 -0.286 0.043
H 7.878 2.126 -0.636 0.106
C -0.911 -1.113 1.803 -0.028
H -3.404 -0.097 0.720 0.128
C 5.588 1.729 0.116 -0.014
H -0.145 -2.982 -2.919 0.121
C 2.532 -4.329 -0.128 -0.160
H 3.350 -5.549 1.450 0.108
H 1.676 -2.412 0.292 0.136
N 0.177 0.652 -1.181 0.091
```

Calculated values
Lowest unoccupied orbital energy, eV: 0.6
SMILES string: COc1ccc(C[C@@H]2CN3C(=NC[C@@H]3Cc3ccc(O)cc3)N2C[C@H](C)NC(=O)CCC2CCCCC2)cc1
HOMO energy, eV: -8.37
Energy relative to the best compared isomer or geometry (same formula, charge and spin), kcal per mole: 5.4

=====

One molecule with the formula C32H44N4O5, computed with ωB97M-V/def2-TZVPD.

```
85
Properties=species:S:1:pos:R:3:lowdin_charge:R:1
H 6.225 -3.163 -6.941 0.092
C 5.088 -3.094 -3.895 -0.283
C -1.592 2.395 0.333 -0.198
H -1.931 7.260 -1.248 0.078
H 4.803 -2.212 -6.447 0.094
H -5.381 -0.976 -1.270 0.114
H -6.485 -0.486 0.017 0.110
C 0.142 -3.188 2.898 0.049
C -0.575 5.970 -0.168 -0.372
C -1.985 -1.060 2.454 -0.456
C -5.615 -1.104 -0.210 -0.197
C 1.172 4.477 -1.130 -0.175
H -3.759 -3.090 1.681 0.115
H 1.745 4.494 -0.202 0.116
C 4.979 -4.049 -2.883 0.005
C -1.371 7.262 -0.315 -0.074
H 1.148 6.631 -1.296 0.114
H -0.381 2.050 3.545 0.132
C 2.272 -2.561 3.382 -0.214
C 4.646 -1.799 -3.649 -0.024
H -0.704 8.121 -0.319 0.076
H -0.033 5.988 0.783 0.144
C -4.430 -0.645 0.633 -0.150
O 3.462 -3.940 1.079 0.092
H 5.325 -5.050 -3.086 0.119
C -0.631 -0.579 3.010 -0.072
H -1.127 1.495 -0.078 0.107
H 0.402 2.486 1.999 0.125
H -2.214 4.852 0.674 0.122
N -2.045 -1.077 1.110 0.137
C 5.772 -2.606 -6.122 -0.095
H 3.190 -1.049 -0.145 0.131
C 0.438 5.802 -1.299 -0.182
C -1.506 4.757 -0.153 -0.174
C -3.205 -1.514 0.339 -0.290
C 3.227 -2.761 0.936 -0.418
H 0.721 2.394 -0.876 0.098
H -4.933 -4.483 -0.002 0.110
C 2.600 -1.888 2.012 -0.092
H -4.453 -3.367 -1.282 0.114
H 3.772 -0.465 -2.232 0.114
C -5.930 -2.571 0.066 -0.205
H -2.591 2.490 -0.123 0.119
H 4.713 -1.032 -4.404 0.102
H 1.639 -4.750 3.140 0.115
H -0.349 3.234 -2.035 0.128
H -2.471 1.488 2.101 0.099
H 1.864 4.314 -1.958 0.110
H 0.806 -1.926 0.754 0.171
H -2.932 -1.403 -0.717 0.156
H -6.215 -2.686 1.113 0.117
H -6.770 -2.894 -0.551 0.108
C 0.178 3.322 -1.065 -0.198
C -3.522 -2.984 0.622 -0.153
C 1.026 0.103 1.466 -0.406
H -0.087 5.812 -2.258 0.119
H 3.257 -1.035 2.210 0.168
H -4.672 -0.735 1.692 0.117
O 1.695 0.810 0.739 0.075
C -0.371 1.870 2.465 -0.114
C 4.005 -2.428 -1.408 -0.220
C 1.198 -1.397 1.627 -0.076
C -4.709 -3.438 -0.221 -0.198
N -0.008 0.488 2.243 0.005
O 1.401 -1.584 3.930 0.011
H -2.086 4.733 -1.095 0.135
H -0.780 -0.272 4.050 0.176
O -2.867 -1.430 3.196 0.086
H -0.795 -3.644 2.653 0.116
C 1.333 -3.725 3.139 0.017
H -1.279 -0.667 0.602 0.126
H -2.041 3.191 2.279 0.112
O 5.630 -3.527 -5.069 -0.089
N -0.748 3.536 0.030 -0.172
H -4.196 0.401 0.419 0.106
H -2.074 7.377 0.507 0.074
H -2.644 -3.596 0.401 0.116
N 3.455 -2.027 -0.184 0.141
C 4.446 -3.726 -1.655 -0.002
C 0.397 -1.698 2.930 -0.339
H 4.369 -4.471 -0.881 0.101
C -1.721 2.241 1.852 -0.134
H 6.428 -1.775 -5.845 0.095
H 3.130 -2.743 4.021 0.162
C 4.111 -1.475 -2.415 -0.020
```

Calculated values
Lowest unoccupied orbital energy, eV: 0.5
SMILES string: COc1ccc(NC(=O)[C@@H]2[C@@H]3C=C[C@]4(O3)[C@H](C(=O)NC3CCCCC3)N(CCCN3CCC[C@@H](C)C3)C(=O)[C@@H]24)cc1
HOMO energy, eV: -7.94
Energy relative to the best compared isomer or geometry (same formula, charge and spin), kcal per mole: 2.7

=====

C32H44N4OsP2Si as an isolated structure in a non-equilibrium geometry, computed with ωB97M-V/def2-TZVPD.

```
84
Properties=species:S:1:pos:R:3:lowdin_charge:R:1
C 2.935 -4.437 -3.437 -0.061
P -2.311 -0.136 -1.645 1.146
Os 0.505 -1.819 0.455 0.916
C -5.406 -1.234 -4.028 0.051
C -1.023 2.005 3.343 -0.110
H -1.375 3.134 -5.334 0.114
C 0.326 -0.409 -2.548 -0.413
H 2.588 -4.075 -1.219 0.070
H -3.673 2.550 -1.658 0.111
H -0.199 -1.691 7.761 0.044
H 2.452 -0.050 6.304 0.031
C 2.208 -2.349 -3.988 -0.124
C -1.429 0.188 6.325 -0.205
H 0.174 3.477 4.283 0.121
H 2.056 0.989 -3.573 0.093
H -2.090 0.486 2.475 0.115
C 2.590 -3.779 -2.257 -0.129
H 2.871 -3.472 0.633 0.028
C -4.907 -2.498 -3.546 0.030
H -5.262 -3.478 -3.821 0.128
H -3.207 -2.882 -2.123 0.137
Si 0.121 -0.591 5.461 0.590
H 1.873 -1.443 -4.480 0.097
H -1.101 0.579 -4.388 0.098
C -4.675 -0.230 -3.385 0.038
H 2.858 -3.698 -5.575 0.103
H -1.293 -0.071 7.396 0.040
C -1.640 1.418 -3.960 -0.135
H 2.404 -2.362 2.066 0.021
C 0.850 1.946 0.427 -0.095
C 4.153 -0.111 -1.303 -0.126
H 0.280 0.559 -2.028 0.043
C -2.992 2.478 -2.493 -0.159
C 0.436 -1.239 2.325 -0.306
N 2.904 -0.138 -1.919 -0.214
C -1.029 -1.114 -2.501 -0.435
H -1.001 -2.042 -1.899 0.037
H 2.124 0.922 1.789 0.099
C 4.229 1.212 -3.156 -0.057
C -0.504 2.526 0.229 -0.178
H 4.535 1.826 -3.979 0.102
H 1.998 2.327 3.480 0.104
H -0.666 2.296 -0.833 0.076
C -1.810 2.720 -4.425 -0.038
H -2.390 -0.255 5.998 0.043
C 1.362 2.759 2.719 -0.164
H 4.317 -0.602 -0.356 0.103
H -1.495 1.894 4.372 0.113
C 1.440 0.303 6.545 -0.198
H 1.021 -2.546 6.828 0.033
C -2.666 3.401 -3.483 -0.046
C 2.099 -2.835 1.100 -0.278
H 6.024 0.922 -1.879 0.097
C 0.303 -0.822 3.542 -0.079
H -1.378 -1.377 -3.510 0.100
C 2.700 -3.533 -4.524 -0.056
C -3.889 -2.224 -2.645 -0.011
C 4.995 0.706 -2.061 -0.058
H 1.826 3.723 2.433 0.141
H -0.363 3.974 2.627 0.127
H -0.363 3.605 0.391 0.129
H -2.967 4.436 -3.521 0.109
H 0.564 -0.185 -3.614 0.069
H -4.695 0.843 -3.525 0.136
P 1.523 -1.279 -1.434 0.906
H -2.462 2.970 0.897 0.131
C -0.040 3.125 3.263 -0.154
C 2.942 0.727 -3.012 -0.159
N -2.336 1.259 -2.758 -0.282
H -2.348 1.331 0.393 0.002
H 1.255 0.029 7.601 0.048
H -1.514 1.287 6.282 0.021
N 2.131 -2.509 -2.600 -0.235
C -1.805 2.094 0.944 -0.189
C 0.054 -2.043 6.745 -0.210
H 1.294 1.433 -0.474 0.077
H -6.197 -1.068 -4.737 0.130
H 1.166 -3.504 1.365 0.034
N -3.744 -0.833 -2.532 -0.190
H 1.430 1.398 6.501 0.026
C -1.729 1.531 2.326 -0.090
H 3.307 -5.441 -3.530 0.101
C 1.465 1.782 1.611 -0.102
H -0.712 -2.768 6.464 0.028
```

Calculated values
Lowest unoccupied orbital energy (spin up / spin down), eV: -6.8 / -9.4
Multiplicity: 5
HOMO energy (spin up / spin down), eV: -12.68 / -12.68
Net charge: +2
Energy relative to the best compared isomer or geometry (same formula, charge and spin), kcal per mole: 24.7

=====

C32H44N4PPbSi as an isolated structure, computed with ωB97M-V/def2-TZVPD.

```
83
Properties=species:S:1:pos:R:3:lowdin_charge:R:1
C 0.462 1.888 2.123 -0.160
H -6.957 -2.462 -1.198 0.130
H 4.446 -3.283 -2.866 0.112
C -3.434 -3.064 1.025 -0.349
N 1.140 -2.319 -0.082 -0.323
H 2.871 -3.558 -0.247 0.097
H 1.996 0.293 -5.236 0.108
H -1.193 -3.934 -0.949 0.079
H -0.226 -4.815 1.803 0.115
H 1.509 -4.670 1.624 0.109
P -3.170 -1.352 0.275 0.992
C -4.886 -0.735 0.771 -0.352
H -3.192 0.423 3.190 0.077
H -0.223 -4.620 -2.237 0.125
H 0.042 -2.111 -1.904 0.075
H -0.707 0.852 3.590 0.123
C 2.602 -2.549 0.081 -0.223
C -1.964 2.653 1.022 -0.038
H -0.806 3.681 -0.460 0.116
N -4.912 -2.621 -1.531 -0.155
C 3.661 -2.610 -4.739 -0.069
H -2.912 2.947 0.587 0.122
C 5.453 -1.480 -0.202 -0.249
C -0.167 -4.154 -1.253 -0.167
C 2.914 0.359 -0.203 -0.424
H -5.065 0.227 0.283 0.085
H -0.666 -2.662 0.906 0.059
C -1.959 1.856 2.165 -0.275
H -4.089 1.549 2.156 0.065
H 3.315 1.227 -0.734 0.007
H 4.895 -1.761 1.862 0.093
C -0.731 1.470 2.699 -0.050
C -3.688 -1.839 -1.471 -0.346
C 3.449 -1.388 -2.656 -0.270
C 0.443 2.688 0.978 -0.229
H 9.097 -1.671 1.118 0.108
H -3.402 -2.958 2.114 0.088
C 7.841 -1.448 -0.606 -0.075
H 2.791 -1.696 -6.474 0.109
C 0.481 -5.098 -0.241 -0.168
H 2.419 0.496 -2.829 0.071
H -6.135 -0.925 -1.524 0.128
C -4.786 -3.877 -0.798 -0.184
H 1.370 3.074 0.569 0.110
H -3.427 2.090 3.698 0.098
C -3.241 1.452 2.832 -0.049
N -5.969 -1.642 0.434 -0.154
H 2.833 -2.491 1.149 0.087
C 6.538 -1.376 -1.075 -0.092
H 4.014 -3.481 -5.277 0.110
H -4.878 -0.569 1.852 0.066
H -3.821 -0.917 -2.043 0.084
C 8.081 -1.627 0.748 -0.074
H -5.664 -4.490 -1.008 0.131
H -0.081 -6.030 -0.186 0.114
H 6.359 -1.240 -2.137 0.099
H 1.516 -3.055 -2.018 0.106
C 0.385 -2.915 1.045 -0.214
C 7.016 -1.746 1.630 -0.079
H 8.670 -1.361 -1.297 0.108
C -6.054 -1.881 -1.003 -0.185
H 1.408 1.624 2.581 0.112
Si 3.695 -1.243 -0.798 0.602
C 2.971 -1.610 -5.411 -0.070
H 7.198 -1.895 2.686 0.107
C 3.900 -2.496 -3.378 -0.102
H 1.481 -5.354 -0.596 0.109
H -5.736 -2.756 2.187 0.128
H 0.710 -2.428 1.967 0.125
C 2.761 -0.392 -3.353 -0.117
H -6.739 -3.509 0.930 0.131
H -2.609 -3.723 0.743 0.058
C -5.834 -2.926 1.113 -0.184
C 0.649 -2.866 -1.386 -0.205
C 5.716 -1.670 1.157 -0.103
N -4.686 -3.698 0.648 -0.153
C -0.780 3.067 0.432 -0.113
H -2.880 -2.403 -1.945 0.071
C 0.558 -4.432 1.147 -0.157
H 3.186 0.497 0.851 0.001
H -3.899 -4.408 -1.151 0.124
C 2.521 -0.498 -4.716 -0.073
Pb 0.624 0.143 -0.353 1.354
```

Calculated values
Lowest unoccupied orbital energy, eV: -3.6
HOMO energy, eV: -10.42
Net charge: +1

=====

C32H44N7P2Rh as an isolated structure in a non-equilibrium geometry, computed with ωB97M-V/def2-TZVPD.

```
86
Properties=species:S:1:pos:R:3:lowdin_charge:R:1
H 4.365 -0.746 -1.403 0.081
H 2.978 0.994 -2.066 0.098
H -3.015 -4.155 0.651 0.044
P -1.299 -1.683 0.308 1.006
H -2.452 -2.977 4.871 0.114
H 1.253 -1.813 -3.854 0.147
H -2.332 1.795 1.496 0.116
H 3.534 -1.483 2.510 0.104
H -1.487 -0.907 5.939 0.115
H 2.863 4.471 3.338 0.122
N -0.562 0.487 -2.393 0.013
N -1.566 1.851 -3.985 0.204
N -0.138 0.017 -4.686 0.186
H -1.261 -4.734 -0.778 0.078
H 5.106 2.043 -1.840 0.101
C 0.517 1.690 2.080 -0.317
C 3.377 -0.646 0.519 -0.527
C 0.103 -4.055 1.390 -0.102
C -0.812 -0.038 4.079 0.052
C -0.761 -0.305 2.647 -0.288
C 0.093 -0.243 -3.392 -0.376
H -3.238 4.078 1.317 0.118
H 0.840 -2.645 -0.016 0.047
N -1.714 1.662 -0.475 -0.029
C -2.385 2.328 0.526 -0.087
H -0.562 0.942 4.380 0.077
H 2.686 -2.540 1.356 0.074
H -4.331 -1.796 -1.903 0.094
N -0.141 0.503 1.753 -0.070
H -3.215 -0.448 -1.492 0.061
C -0.104 -3.186 0.153 -0.511
C -2.164 -2.285 2.900 -0.077
H 2.821 3.757 -1.936 0.075
C 3.865 -1.427 -0.704 -0.083
H 4.242 -0.058 0.877 0.101
N -1.132 1.481 -6.204 0.192
C -3.301 -1.562 -1.585 -0.129
H -3.362 5.235 -0.907 0.139
H 1.328 2.707 -2.152 0.073
H 4.630 3.063 -0.584 0.071
C 2.803 -1.491 1.668 -0.094
C -0.396 -4.105 -1.064 -0.097
H -0.660 -3.539 -1.990 0.065
C 3.038 1.673 -1.184 -0.508
C -1.878 2.214 -1.682 -0.202
C 4.496 2.065 -0.930 -0.096
Rh -0.313 0.202 -0.347 0.796
H 4.975 1.444 -0.214 0.045
H 0.318 -3.503 2.281 0.062
H 1.825 -1.073 1.994 0.049
H 3.808 2.564 1.911 0.111
C 2.756 2.681 2.130 -0.021
H -2.742 3.832 -2.946 0.140
H 0.951 -4.748 1.181 0.107
H -2.634 -1.972 -2.339 0.067
C -2.037 -2.204 4.262 -0.018
C -1.353 1.458 -2.771 -0.382
H 0.548 -4.685 -1.297 0.108
C -1.443 -1.394 2.106 -0.294
C 1.818 1.810 1.528 -0.264
C -2.874 3.590 0.443 -0.037
H 1.748 3.420 -0.697 0.061
H 4.623 -2.075 -0.329 0.082
N 0.918 -1.260 -3.049 0.193
C 2.245 2.951 -1.545 -0.106
H -1.441 2.435 -6.369 0.130
H -0.651 0.953 -6.913 0.119
H -0.766 -4.702 1.504 0.079
C -3.102 -2.052 -0.141 -0.500
H 3.083 -2.057 -1.118 0.063
C -0.926 1.084 -4.930 -0.375
H -1.025 2.591 3.288 0.110
C -3.044 4.183 -0.801 -0.008
C 0.905 3.572 3.513 -0.016
C -1.442 -1.034 4.863 0.003
H -4.616 -3.365 0.689 0.109
C -2.568 3.464 -1.899 0.051
H -3.675 -1.364 0.566 0.127
P 2.136 0.674 0.110 1.063
H 0.576 4.378 4.138 0.111
C 2.243 3.600 3.089 -0.036
H -3.972 -3.970 -0.857 0.097
C -3.653 -3.477 0.093 -0.107
C 0.013 2.566 3.026 -0.033
H -2.742 -3.100 2.415 0.111
H 0.859 -1.603 -2.128 0.027
```

Calculated values
Lowest unoccupied orbital energy (spin up / spin down), eV: -5.7 / -7.4
Multiplicity: 5
HOMO energy (spin up / spin down), eV: -11.79 / -14.26
Net charge: +2
Energy relative to the best compared isomer or geometry (same formula, charge and spin), kcal per mole: 0.4